(1)
Here is a 8-piece molecular cluster, C32H49F4N9O5S2 overall in a non-equilibrium geometry from the OMol25 dataset. Energies are from ωB97M-V with the def2-TZVPD basis set.

Values from the calculation:
- Orbital gap: 8.90 eV
- SMILES string: CC(C)C[C@@]1(F)OS(=O)(=O)C[C@H](CCOCC(F)(F)F)[C@H]1CCCCSc1nnco1.CC#N.CC#N.CC#N.CC#N.CC#N.CC#N.CC#N
- LUMO: 0.1 eV

CARTESIAN COORDINATES (ANGSTROEM)
1 C 2.8390 -0.4807 2.3311
2 C 2.7901 0.5844 1.2320
3 C 4.0716 0.5064 0.3762
4 C 2.6590 1.9951 1.8146
5 C 1.3779 2.3096 2.5602
6 F 1.4893 1.7672 3.8321
7 O 1.3535 3.7294 2.7396
8 S 0.2943 4.3616 3.7663
9 O 0.9264 4.4975 5.0429
10 O -0.2047 5.5282 3.1002
11 C -1.0319 3.1588 3.9162
12 C -1.0638 1.8943 3.0200
13 C -1.1604 0.6253 3.8691
14 C -1.2901 -0.6012 2.9759
15 O -2.1678 -1.5599 3.5502
16 C -1.8725 -2.8812 3.2359
17 C -1.9740 -3.2132 1.7501
18 F -2.0811 -4.5511 1.5939
19 F -0.8791 -2.8326 1.0478
20 F -3.0252 -2.6372 1.1390
21 C 0.0429 1.8863 1.9510
22 C -0.4094 2.7569 0.7627
23 C 0.3882 2.5458 -0.5247
24 C -0.4175 2.9140 -1.7821
25 C -1.1603 1.7076 -2.3663
26 S -2.7145 1.4326 -1.4392
27 C -2.8455 -0.3001 -1.4314
28 N -3.9278 -0.9690 -1.2283
29 N -3.5459 -2.3159 -1.1784
30 C -2.2857 -2.3315 -1.3658
31 O -1.7477 -1.0965 -1.5362
32 H 3.6311 -0.2472 3.0487
33 H 3.0856 -1.4509 1.8852
34 H 1.8969 -0.6027 2.8681
35 H 1.9533 0.3578 0.5655
36 H 3.9329 -0.1477 -0.4849
37 H 4.3769 1.4937 0.0188
38 H 4.9017 0.1264 0.9798
39 H 2.8025 2.7430 1.0338
40 H 3.4666 2.1322 2.5436
41 H -1.9144 3.7832 3.7678
42 H -0.9894 2.8622 4.9647
43 H -2.0047 1.9275 2.4612
44 H -2.0667 0.6988 4.4780
45 H -0.3400 0.5075 4.5740
46 H -0.3083 -1.0475 2.7760
47 H -1.7021 -0.3134 1.9949
48 H -2.6122 -3.5019 3.7467
49 H -0.8702 -3.1816 3.5662
50 H 0.1093 0.8729 1.5427
51 H -1.4225 2.4001 0.5558
52 H -0.4789 3.8146 1.0264
53 H 0.6330 1.4828 -0.6042
54 H 1.3136 3.1236 -0.5131
55 H 0.2688 3.2713 -2.5538
56 H -1.1276 3.7163 -1.5544
57 H -1.4243 1.8775 -3.4114
58 H -0.5506 0.8130 -2.2800
59 H -1.6348 -3.1908 -1.3905
60 C -6.3442 -1.3574 0.7738
61 C -6.4505 -0.4903 1.9418
62 N -6.5342 0.1909 2.8598
63 H -5.8579 -0.8250 -0.0430
64 H -5.7509 -2.2370 1.0164
65 H -7.3368 -1.6705 0.4555
66 C 1.6856 -1.4201 -4.5688
67 C 1.8068 -0.4431 -3.4941
68 N 1.9010 0.3350 -2.6566
69 H 1.6607 -0.9131 -5.5302
70 H 2.5327 -2.1028 -4.5479
71 H 0.7628 -1.9851 -4.4471
72 C -0.9301 -3.5186 -7.9002
73 C -0.3020 -2.2285 -7.6413
74 N 0.1937 -1.2149 -7.4378
75 H -1.9042 -3.5583 -7.4162
76 H -1.0610 -3.6587 -8.9717
77 H -0.3030 -4.3183 -7.5099
78 C -1.5298 3.4222 8.6731
79 C -1.6707 2.3084 7.7433
80 N -1.7825 1.4494 6.9923
81 H -0.4839 3.7172 8.7353
82 H -2.1154 4.2698 8.3222
83 H -1.8819 3.1285 9.6601
84 C 4.7106 -0.1407 -6.8569
85 C 4.3823 -1.5561 -6.7472
86 N 4.0868 -2.6613 -6.6609
87 H 4.6121 0.3400 -5.8841
88 H 5.7305 -0.0180 -7.2159
89 H 4.0271 0.3192 -7.5679
90 C 1.9669 -1.2986 -10.5687
91 C 2.7649 -0.1839 -10.0761
92 N 3.4161 0.6760 -9.6884
93 H 2.5033 -1.8161 -11.3618
94 H 1.7763 -1.9896 -9.7498
95 H 1.0180 -0.9326 -10.9567
96 C 0.9111 -3.7388 7.0129
97 C 0.8529 -2.7286 5.9636
98 N 0.8068 -1.9221 5.1509
99 H -0.0940 -3.9596 7.3675
100 H 1.3629 -4.6503 6.6261
101 H 1.5083 -3.3704 7.8448

***

(2)
Here is C32H49N8O2PPdS as an isolated structure from the OMol25 dataset. Energies are from ωB97M-V with the def2-TZVPD basis set.

Values from the calculation:
- Orbital gap (spin up / spin down): 9.21 / 7.14 eV
- Net charge: +2
- Multiplicity: 3
- LUMO (spin up / spin down): -4.2 / -6.4 eV
- ⟨S²⟩: 2.005

CARTESIAN COORDINATES (ANGSTROEM)
1 Pd 1.0658 -0.0805 0.7270
2 C 0.9422 -2.6224 2.2341
3 N -0.1091 -1.7071 1.7183
4 C -0.9709 -1.1303 2.7646
5 C -0.2570 0.0439 3.3466
6 N 0.5455 0.7660 2.6037
7 C 1.0828 1.7465 3.4342
8 C 2.0024 2.7566 3.1680
9 C 2.3316 3.5960 4.2103
10 C 1.7602 3.4417 5.4866
11 C 0.8484 2.4441 5.7604
12 C 0.5299 1.5990 4.7025
13 N -0.3215 0.4976 4.6130
14 C 2.2470 -2.3571 1.5424
15 N 2.8552 -1.1878 1.6379
16 C 4.0358 -1.3420 0.9024
17 C 5.0761 -0.4384 0.6982
18 C 6.1463 -0.8702 -0.0538
19 C 6.1929 -2.1725 -0.5884
20 C 5.1772 -3.0806 -0.3778
21 C 4.1038 -2.6296 0.3843
22 N 2.9289 -3.2520 0.8052
23 H 0.6431 -3.6685 2.1376
24 H 1.0825 -2.4152 3.2960
25 H -0.6797 -2.1322 0.9849
26 H -1.2417 -1.8695 3.5241
27 H -1.8864 -0.7885 2.2698
28 H 2.4471 2.8713 2.1889
29 H 3.0442 4.3922 4.0496
30 H 2.0445 4.1234 6.2758
31 H 0.4150 2.3286 6.7432
32 H -0.8668 0.0951 5.3577
33 H 5.0537 0.5492 1.1380
34 H 6.9815 -0.2055 -0.2237
35 H 7.0560 -2.4729 -1.1650
36 H 5.2258 -4.0848 -0.7730
37 H 2.6738 -4.2152 0.6584
38 O -0.7676 0.3967 -0.4685
39 P -2.0715 -0.3037 -0.7466
40 N -2.8003 0.3862 -2.0294
41 C -2.0659 1.1334 -3.0763
42 C -3.1401 1.4343 -4.1132
43 C -4.3891 1.6277 -3.2631
44 C -4.2627 0.5323 -2.2068
45 N -1.7175 -1.9197 -0.9934
46 C -2.7957 -2.8739 -1.3910
47 C -2.1954 -3.7085 -2.5216
48 C -0.6977 -3.6270 -2.2660
49 C -0.5267 -2.1743 -1.8573
50 N -3.0788 -0.2340 0.5485
51 C -4.2706 -1.0745 0.8275
52 C -5.2563 -0.1195 1.4952
53 C -4.3515 0.8934 2.1839
54 C -3.2406 1.1095 1.1655
55 H -1.2426 0.5448 -3.4793
56 H -1.6493 2.0509 -2.6538
57 H -3.2693 0.5801 -4.7807
58 H -2.8923 2.3028 -4.7205
59 H -5.3140 1.5415 -3.8292
60 H -4.3750 2.6096 -2.7865
61 H -4.7118 -0.4003 -2.5588
62 H -4.7423 0.8091 -1.2696
63 H -3.6916 -2.3506 -1.7263
64 H -3.0664 -3.4887 -0.5318
65 H -2.4195 -3.2458 -3.4848
66 H -2.5893 -4.7224 -2.5381
67 H -0.0970 -3.8828 -3.1368
68 H -0.4094 -4.2904 -1.4451
69 H -0.5255 -1.5290 -2.7413
70 H 0.3997 -1.9719 -1.3169
71 H -3.9947 -1.8855 1.5085
72 H -4.6799 -1.5258 -0.0743
73 H -5.9274 -0.6402 2.1751
74 H -5.8703 0.3816 0.7448
75 H -3.9429 0.4734 3.1062
76 H -4.8569 1.8230 2.4370
77 H -2.2999 1.4332 1.6108
78 H -3.5273 1.8536 0.4153
79 C 2.8052 2.5444 -4.1959
80 C 2.9654 1.3025 -3.3300
81 S 1.6428 1.1320 -2.1420
82 O 2.1341 -0.0276 -1.2189
83 C 1.8450 2.6297 -1.1751
84 C 3.2426 2.8863 -0.6439
85 H 3.5103 2.4874 -5.0228
86 H 3.0132 3.4611 -3.6467
87 H 1.8036 2.6142 -4.6211
88 H 3.9093 1.2600 -2.7861
89 H 2.8864 0.3954 -3.9317
90 H 1.1072 2.5173 -0.3701
91 H 1.4640 3.4350 -1.8078
92 H 3.6363 2.0093 -0.1266
93 H 3.2110 3.7183 0.0588
94 H 3.9403 3.1578 -1.4341

***

(3)
Here is a 15-piece molecular cluster, C32H50BN16O overall in a non-equilibrium geometry from the OMol25 dataset. Energies are from ωB97M-V with the def2-TZVPD basis set.

Values from the calculation:
- Orbital gap: 10.13 eV
- Net charge: +1
- LUMO: -2.5 eV

CARTESIAN COORDINATES (ANGSTROEM)
1 C 4.9762 1.7259 2.5872
2 B 4.3173 3.0174 3.1401
3 O 4.9725 4.0510 3.7596
4 C 2.7381 3.1316 2.9474
5 C 1.8283 2.1891 3.3141
6 N 0.5877 2.6785 2.9240
7 C 0.7332 3.8604 2.3537
8 N 2.0312 4.1609 2.3590
9 H 6.0235 1.6237 2.8346
10 H 4.3820 0.8924 2.9646
11 H 4.7911 1.7209 1.5125
12 H 5.6311 4.4050 3.1480
13 H 1.9653 1.2333 3.7712
14 H -0.2875 2.1849 3.0482
15 H -0.0308 4.4777 1.9268
16 H 2.4655 4.9944 2.0026
17 C 0.1230 -0.7287 0.7920
18 C -0.8881 -0.2790 1.7413
19 N -1.6833 0.0821 2.4844
20 H 0.5151 0.1246 0.2403
21 H 0.9381 -1.2163 1.3254
22 H -0.3184 -1.4339 0.0909
23 C 0.6168 -1.5796 5.6424
24 C 1.5581 -2.2564 4.7554
25 N 2.2879 -2.7741 4.0391
26 H 0.0783 -0.8180 5.0804
27 H -0.0960 -2.2968 6.0431
28 H 1.1532 -1.1133 6.4663
29 C -4.9062 0.3737 3.9854
30 C -5.4633 -0.6506 4.8595
31 N -5.8902 -1.4630 5.5456
32 H -5.0833 1.3599 4.4113
33 H -3.8358 0.2200 3.8721
34 H -5.3714 0.3212 3.0058
35 C 5.3682 2.4514 -1.9011
36 C 4.2785 2.2212 -0.9647
37 N 3.4166 2.0292 -0.2304
38 H 6.2323 2.8445 -1.3681
39 H 5.6489 1.5205 -2.3882
40 H 5.0576 3.1660 -2.6604
41 C -6.2750 -1.8529 -0.0971
42 C -5.4751 -0.7062 0.3153
43 N -4.8551 0.2107 0.6189
44 H -5.6354 -2.6266 -0.5289
45 H -6.7948 -2.2681 0.7648
46 H -7.0086 -1.5398 -0.8384
47 C 5.7711 4.4866 6.9649
48 C 6.7083 4.1865 8.0414
49 N 7.4444 3.9530 8.8873
50 H 4.9567 3.7665 6.9680
51 H 5.3602 5.4805 7.1003
52 H 6.2809 4.4405 6.0063
53 C 4.6975 -1.8280 0.2074
54 C 5.8435 -0.9336 0.3043
55 N 6.7532 -0.2417 0.3839
56 H 4.1236 -1.5966 -0.6882
57 H 5.0388 -2.8598 0.1580
58 H 4.0621 -1.7062 1.0829
59 C -6.7796 1.3177 -2.7604
60 C -7.0734 0.1182 -3.5320
61 N -7.3069 -0.8294 -4.1319
62 H -7.1769 2.1953 -3.2657
63 H -7.2299 1.2403 -1.7727
64 H -5.7026 1.4257 -2.6504
65 C -6.8262 -2.1330 -7.1000
66 C -5.8275 -2.8702 -7.8661
67 N -5.0432 -3.4535 -8.4652
68 H -7.2868 -1.3746 -7.7297
69 H -7.5975 -2.8133 -6.7465
70 H -6.3572 -1.6522 -6.2478
71 C 3.2212 8.0319 7.4329
72 C 3.0241 6.7885 6.6983
73 N 2.8664 5.8064 6.1288
74 H 2.7705 8.8576 6.8867
75 H 2.7571 7.9563 8.4138
76 H 4.2854 8.2239 7.5559
77 C -3.1527 -5.3480 0.7992
78 C -4.0753 -4.8972 -0.2344
79 N -4.8106 -4.5445 -1.0397
80 H -2.3060 -4.6676 0.8603
81 H -3.6613 -5.3735 1.7607
82 H -2.7920 -6.3461 0.5601
83 C -8.0304 -6.2734 -8.6451
84 C -9.0234 -5.2121 -8.5256
85 N -9.8078 -4.3822 -8.4321
86 H -7.3413 -6.2325 -7.8044
87 H -8.5284 -7.2406 -8.6533
88 H -7.4688 -6.1514 -9.5685
89 C 5.0107 -1.2895 -4.7278
90 C 5.7897 -0.0783 -4.4980
91 N 6.4084 0.8730 -4.3313
92 H 5.6394 -2.0627 -5.1567
93 H 4.6018 -1.6473 -3.7844
94 H 4.1953 -1.0786 -5.4138
95 C 2.7864 -3.2113 -8.5337
96 C 3.8015 -3.4173 -7.5083
97 N 4.5991 -3.5914 -6.7042
98 H 1.9816 -3.9316 -8.4044
99 H 2.3811 -2.2046 -8.4565
100 H 3.2283 -3.3431 -9.5189

***

(4)
Here is C32H50BeN3O6 as an isolated structure in a non-equilibrium geometry from the OMol25 dataset. Energies are from ωB97M-V with the def2-TZVPD basis set.

Values from the calculation:
- Orbital gap: 4.86 eV
- Net charge: +1
- LUMO: -6.1 eV

CARTESIAN COORDINATES (ANGSTROEM)
1 Be -2.2463 -1.9896 3.0125
2 C -0.3123 -1.1923 -0.8745
3 C -1.4776 -0.4126 -0.3168
4 O -1.7394 -0.6596 1.0184
5 H 0.5504 -0.9760 -0.2420
6 H -0.0507 -0.9015 -1.8939
7 H -0.5767 -2.2501 -0.9260
8 H -2.4047 -0.6452 -0.8590
9 H -1.2972 0.6563 -0.4888
10 N -0.3906 -0.9693 4.3420
11 C 0.4757 -0.2213 3.6379
12 C 1.7213 0.2294 4.0891
13 C 2.0669 -0.1064 5.3940
14 C 1.1862 -0.8790 6.1473
15 C -0.0113 -1.3417 5.5831
16 H 0.2050 0.0621 2.6288
17 H 2.3587 0.7932 3.4246
18 H 2.9793 0.2340 5.8639
19 H 1.5227 -1.2000 7.1225
20 H -0.6806 -2.0070 6.1085
21 N 2.5350 3.3138 2.4286
22 C 1.4771 3.5750 3.2177
23 C 0.1454 3.4588 2.8287
24 C -0.1182 3.0863 1.5198
25 C 0.9575 2.7731 0.7099
26 C 2.2468 2.9105 1.1794
27 H 1.7145 3.8707 4.2317
28 H -0.6541 3.5885 3.5445
29 H -1.0990 2.9601 1.0816
30 H 0.7893 2.4450 -0.3076
31 H 3.1243 2.8056 0.5546
32 N 2.3671 2.8537 -5.0067
33 C 2.1404 1.6671 -5.6449
34 C 2.0171 0.4857 -4.9535
35 C 2.1746 0.4353 -3.5806
36 C 2.3832 1.6375 -2.9526
37 C 2.4685 2.8276 -3.6702
38 H 2.0332 1.7309 -6.7185
39 H 1.7675 -0.4299 -5.4750
40 H 1.9748 -0.4739 -3.0319
41 H 2.5484 1.7325 -1.8868
42 H 2.6529 3.7600 -3.1548
43 C -6.3940 3.8164 -0.9060
44 C -5.4589 2.7543 -0.3687
45 O -5.6617 2.2692 0.7265
46 C -4.2668 2.3343 -1.1793
47 H -7.1205 3.4719 -1.6422
48 H -5.7612 4.5238 -1.4492
49 H -6.9047 4.3745 -0.1243
50 H -3.4462 3.0279 -0.9865
51 H -4.3894 2.1914 -2.2506
52 H -3.9996 1.4079 -0.6677
53 C 3.9816 -1.3523 1.2543
54 C 4.4336 0.0725 0.9292
55 O 4.2062 0.5843 -0.1396
56 C 5.0950 0.8370 2.0435
57 H 3.4906 -1.4792 2.2196
58 H 4.8088 -2.0570 1.1517
59 H 3.2547 -1.6974 0.5166
60 H 5.4678 0.1506 2.8081
61 H 4.4037 1.4905 2.5813
62 H 5.9499 1.4668 1.8005
63 C -1.7267 0.8517 -4.4353
64 C -1.3533 2.3233 -4.5120
65 O -1.3889 3.0856 -3.5672
66 C -1.0536 3.0095 -5.8466
67 H -0.9646 0.3040 -4.9893
68 H -2.7336 0.6550 -4.8042
69 H -1.7645 0.5607 -3.3851
70 H -1.4540 4.0175 -5.8981
71 H -1.6001 2.4326 -6.5991
72 H 0.0152 2.9124 -6.0280
73 C 1.2105 -4.2688 0.7310
74 C 0.9389 -4.0118 2.1789
75 O -0.0819 -3.4606 2.5450
76 C 2.0548 -4.3716 3.1599
77 H 2.0586 -3.6762 0.3839
78 H 0.2830 -4.1026 0.1897
79 H 1.6015 -5.2824 0.6203
80 H 2.6115 -5.2692 2.8899
81 H 1.6470 -4.5045 4.1598
82 H 2.8054 -3.5803 3.1118
83 C -2.4520 -5.4120 -0.4362
84 C -2.8924 -4.1265 0.2355
85 O -2.7051 -3.8765 1.4122
86 C -3.7005 -3.2337 -0.6430
87 H -2.3633 -5.3331 -1.5200
88 H -3.1552 -6.2345 -0.2924
89 H -1.4926 -5.7936 -0.0855
90 H -4.3743 -3.8509 -1.2351
91 H -2.9549 -2.7245 -1.2597
92 H -4.2289 -2.4641 -0.0837

***

(5)
Here is C32H50BeN7OP2 as an isolated structure in a non-equilibrium geometry from the OMol25 dataset. Energies are from ωB97M-V with the def2-TZVPD basis set.

Values from the calculation:
- Orbital gap: 6.45 eV
- Net charge: +1
- LUMO: -3.0 eV

CARTESIAN COORDINATES (ANGSTROEM)
1 C -2.3779 -0.1873 -1.7566
2 C -0.8940 -1.9671 -1.2538
3 C -2.9532 -0.9326 -2.7921
4 C -1.4282 -2.7419 -2.2974
5 C -2.4818 -2.2288 -3.0558
6 H -3.7485 -0.4893 -3.3976
7 H -1.0109 -3.7316 -2.5023
8 H -2.9213 -2.8212 -3.8646
9 N -1.3971 -0.7269 -0.9765
10 P -1.2337 2.1788 -0.8297
11 P 0.1866 -1.8114 1.3358
12 C -2.7415 1.2517 -1.4896
13 H -3.2062 1.7060 -2.3814
14 H -3.4697 1.3093 -0.6578
15 C 0.3392 -2.3351 -0.4884
16 H 0.6075 -3.3903 -0.6438
17 C 1.9272 -2.1907 2.0836
18 C -1.1140 -2.9956 2.0929
19 C -0.1718 2.5909 -2.3700
20 C -1.9878 3.7920 -0.1250
21 C 2.6805 -0.8649 2.3344
22 H 2.3008 -0.3569 3.2338
23 H 3.7467 -1.1094 2.4999
24 H 2.6059 -0.1622 1.4936
25 C 1.7780 -2.8705 3.4612
26 H 1.2843 -2.2040 4.1884
27 H 1.2279 -3.8231 3.4189
28 H 2.7911 -3.0898 3.8456
29 C 2.7622 -3.0799 1.1397
30 H 3.5327 -3.6051 1.7346
31 H 2.1569 -3.8452 0.6276
32 H 3.2877 -2.4802 0.3792
33 C -1.3221 -2.6365 3.5822
34 H -0.9302 -1.6321 3.8049
35 H -2.4081 -2.6294 3.7918
36 H -0.8549 -3.3576 4.2667
37 C -2.4605 -2.7562 1.3719
38 H -2.6381 -1.6892 1.1713
39 H -2.5277 -3.3118 0.4238
40 H -3.2711 -3.1180 2.0310
41 C -0.7476 -4.4834 1.9283
42 H 0.1983 -4.6094 1.3728
43 H -0.6583 -5.0113 2.8905
44 H -1.5434 -4.9860 1.3471
45 C -0.8512 4.6565 0.4592
46 H -1.2324 5.1896 1.3499
47 H 0.0004 4.0319 0.7782
48 H -0.4869 5.4148 -0.2520
49 C -2.9356 3.4214 1.0322
50 H -3.6658 2.6459 0.7495
51 H -2.3787 3.0637 1.9110
52 H -3.5021 4.3274 1.3189
53 C -2.8030 4.5828 -1.1700
54 H -3.7360 4.9383 -0.6941
55 H -2.2724 5.4617 -1.5610
56 H -3.0954 3.9438 -2.0209
57 C 0.3159 1.2527 -2.9671
58 H 0.1510 1.1981 -4.0566
59 H 1.4040 1.1689 -2.7882
60 H -0.1705 0.3962 -2.4780
61 C 1.0648 3.3683 -1.8633
62 H 1.4385 2.9060 -0.9333
63 H 1.8589 3.3108 -2.6319
64 H 0.8482 4.4325 -1.6819
65 C -0.8933 3.3714 -3.4830
66 H -1.7800 2.8320 -3.8603
67 H -1.2021 4.3803 -3.1666
68 H -0.1951 3.4924 -4.3327
69 Be -0.4243 0.4276 0.6242
70 C -2.0207 0.5095 1.7069
71 O -2.9143 0.5651 2.4783
72 N 1.2660 -0.0720 -0.6157
73 C 1.4004 -1.2853 -1.0012
74 C 2.4602 -1.7308 -1.9483
75 C 3.6757 -1.0083 -1.9760
76 C 2.3148 -2.8264 -2.8262
77 C 4.7067 -1.3725 -2.8446
78 H 3.7712 -0.1575 -1.2945
79 C 3.3488 -3.1889 -3.7015
80 H 1.3845 -3.4026 -2.8384
81 C 4.5492 -2.4663 -3.7139
82 H 5.6425 -0.8027 -2.8469
83 H 3.2135 -4.0407 -4.3771
84 H 5.3575 -2.7517 -4.3956
85 N 0.8654 4.2125 3.9605
86 N 0.8090 2.9293 3.4404
87 N 0.6474 1.8633 4.1826
88 C 0.3732 0.9096 3.2891
89 N 0.3847 1.3646 2.0127
90 N 0.6736 2.6393 2.1585
91 H 0.7910 5.0298 3.3393
92 H 0.8000 4.3545 4.9816
93 H 0.1286 -0.0540 3.5788